A) An isolated molecule of C5H13N, computed with wB97M-V/def2-TZVPD.

As for the HOMO-LUMO gap: 10.19 eV. The molecular weight is 87.17 g/mol. As for the net charge: 0. The HOMO energy is -9.07 eV. As for the SMILES: CC(C)N(C)C.

Positions of all 19 atoms, in Å:
C1 -1.3056 -0.0931 -0.8309
C2 0.0362 0.6078 -0.6007
C3 -0.1668 1.9193 0.0455
N1 1.0557 -0.2135 0.2012
C4 0.9071 -1.6081 -0.4035
C5 0.6019 -0.3323 1.5933
H1 -2.1117 0.5474 -1.2818
H2 -1.8171 -0.5072 0.0915
H3 -1.3313 -0.6979 -1.6601
H4 0.5105 0.7103 -1.6728
H5 -0.0879 1.7888 1.1893
H6 0.4740 2.7103 -0.2563
H7 -1.0351 2.2644 -0.4792
H8 1.6181 -2.2536 -0.0588
H9 -0.0133 -2.1568 -0.3996
H10 1.1248 -1.5461 -1.4579
H11 1.4520 -0.7640 2.0547
H12 -0.3767 -0.9569 1.7729
H13 0.4652 0.5811 2.1531

=====

B) A cluster of 2 separate species, C5H13N in total, computed with wB97M-V/def2-TZVPD.

As for the HOMO-LUMO gap: 9.42 eV. The molecular weight is 87.17 g/mol. As for the net charge: 0. The HOMO energy is -8.38 eV. As for the SMILES: C=CN.CCC.

Positions of all 19 atoms, in Å:
C1 1.9034 -0.9904 -0.5277
C2 2.3935 -2.2330 -0.4142
N1 2.4257 -3.0301 0.7323
H1 1.1933 -0.5568 0.1529
H2 1.9972 -0.4022 -1.4775
H3 3.1522 -2.5755 -1.1131
H4 2.0955 -2.5143 1.5357
H5 3.2674 -3.5573 0.9118
C3 -0.6437 1.5294 -0.6902
C4 -1.4014 1.6811 0.5773
C5 -2.8679 1.1887 0.4091
H6 -0.9684 2.2313 -1.4690
H7 0.4576 1.7811 -0.6253
H8 -0.5842 0.5113 -1.0398
H9 -1.0443 1.0908 1.4406
H10 -1.5080 2.7236 0.9004
H11 -3.6984 1.5238 1.0286
H12 -2.9905 0.1062 0.2828
H13 -3.1791 1.4923 -0.6147

=====

C) A structure of composition C5H13N, computed with wB97M-V/def2-TZVPD.

As for the HOMO-LUMO gap: 5.13 eV. The molecular weight is 87.17 g/mol. As for the net charge: 0. The HOMO energy is -6.09 eV.

Positions of all 19 atoms, in Å:
C1 -1.2072 0.2050 -2.1193
C2 0.2905 -0.2016 -1.9384
C3 0.7071 -0.8337 -0.5736
C4 1.3762 -0.0906 0.4760
N1 0.6987 1.1692 1.0977
C5 -0.6415 0.7753 1.4965
H1 -1.2405 1.3010 -2.3505
H2 -1.8236 0.0476 -1.2220
H3 -1.7724 -0.4972 -2.7420
H4 0.4722 -0.8978 -2.7458
H5 0.9949 0.5854 -2.1442
H6 1.8212 -0.7778 1.2192
H7 0.7410 -1.8406 -0.3952
H8 -0.0558 -0.4883 3.9421
H9 2.3424 0.3625 0.1117
H10 -0.1389 -1.2367 4.1766
H11 -0.2710 1.1730 0.1780
H12 -0.8488 -0.2517 1.7881
H13 -1.4445 1.4972 1.7454

=====

Stability, highest: B)